(1)
Molecular formula: C26H26Cl2HgN2P2S2
Method: DFT, wB97M-V/def2-TZVPD

```
! wB97M-V def2-TZVPD RIJCOSX def2/J DEFGRID3
* xyz -1 2
Hg -2.64309 -0.78340 -1.65614
S -0.98354 -3.39728 -0.52607
P -0.01868 -1.69677 -0.16890
C -0.98446 -0.28192 -0.24894
P -0.66692 1.38165 -0.50695
S -2.25131 2.45519 -1.03294
C 0.64700 1.73949 -1.73412
C 0.64684 1.00495 -2.91699
C 1.56545 1.27255 -3.91728
C 2.50025 2.28604 -3.75101
C 2.49351 3.03980 -2.58717
C 1.56671 2.77277 -1.58810
C 0.02193 1.99559 1.08381
C 1.36050 1.84305 1.43330
C 1.80187 2.14924 2.71320
C 0.90396 2.60401 3.66637
C -0.43471 2.75890 3.32758
C -0.87078 2.46244 2.04580
C 0.72815 -1.78714 1.50606
C 1.82207 -2.60958 1.76891
C 2.32459 -2.72614 3.05463
C 1.72666 -2.03122 4.09986
C 0.62771 -1.22472 3.84854
C 0.13159 -1.10218 2.55747
C 1.47130 -1.63166 -1.24066
C 2.60113 -0.90605 -0.87447
C 3.68600 -0.79864 -1.73184
C 3.65481 -1.42390 -2.96989
C 2.53495 -2.15524 -3.34204
C 1.45138 -2.25818 -2.48272
H -0.08111 0.21297 -3.04860
H 1.55688 0.68322 -4.82569
H 3.22914 2.48710 -4.52653
H 3.20729 3.84455 -2.45698
H 1.55193 3.38816 -0.69773
H 2.07274 1.48153 0.70324
H 2.84619 2.01589 2.96788
H 1.24255 2.83077 4.66978
H -1.14297 3.11748 4.06479
H -1.91232 2.58601 1.77267
H 2.27989 -3.16655 0.95943
H 3.17782 -3.36595 3.24502
H 2.11924 -2.12061 5.10558
H 0.15783 -0.67626 4.65589
H -0.71898 -0.46685 2.35029
H 2.64052 -0.42850 0.09648
H 4.55290 -0.22094 -1.43545
H 4.50083 -1.34251 -3.64155
H 2.50549 -2.64978 -4.30557
H 0.57759 -2.83765 -2.75727
Cl -5.83754 -0.06928 3.47551
C -4.64225 -1.25574 2.87288
Cl -3.40824 -0.54945 1.84584
H -5.18944 -1.99841 2.30382
H -4.17165 -1.70093 3.74197
N -6.87986 -0.88469 -2.06463
N -5.92316 -0.48282 -3.04244
H -7.45747 -0.10483 -1.76471
H -6.35809 -1.20655 -1.25836
H -5.56223 0.45083 -2.87693
H -6.34839 -0.52184 -3.95795
*
```

Computed properties:
- lowest unoccupied orbital energy (alpha / beta) (Ha) = 0.093 / 0.078
- ΔE to the lowest compared entry with this formula, charge and spin (kcal/mol) = 1.4
- HOMO-LUMO gap (alpha / beta) (Ha) = 0.22506 / 0.24192

---

(2)
Molecular formula: C30H24Cl3F3GeIrN8O2S2
Method: DFT, wB97M-V/def2-TZVPD

```
! wB97M-V def2-TZVPD RIJCOSX def2/J DEFGRID3
* xyz 1 1
Ir 0.96131 -2.76804 0.20712
C -6.13626 8.88945 -1.13505
O -5.68045 8.33629 0.09021
C -4.97727 7.19060 0.03424
C -4.56161 6.67437 1.26276
C -3.84020 5.50922 1.31372
C -3.51000 4.82190 0.14439
C -3.92424 5.34270 -1.07227
C -4.65177 6.51527 -1.13873
C -2.74800 3.57869 0.15771
N -2.37285 2.90875 -0.90866
C -1.70293 1.82403 -0.43287
C -1.66267 1.82687 0.94144
N -2.33864 2.96150 1.31008
C -1.02099 0.80566 1.69648
C -0.96530 0.79314 3.09349
C -0.31999 -0.23174 3.72143
C 0.26369 -1.23468 2.95198
N 0.22276 -1.26569 1.63688
C -0.41082 -0.24631 0.98163
C -0.44821 -0.26334 -0.47042
N 0.15165 -1.29453 -1.14097
C 0.13459 -1.28754 -2.45265
C -0.48694 -0.29806 -3.21181
C -1.10146 0.73518 -2.57081
C -1.08581 0.76647 -1.17093
H -6.68074 9.79165 -0.87975
H -6.81266 8.20455 -1.64885
H -5.29937 9.15580 -1.78274
H -4.81568 7.20390 2.16885
H -3.53646 5.14659 2.28839
H -3.67382 4.82023 -1.98278
H -4.95360 6.88339 -2.10636
H -2.51220 3.28379 2.24464
H -1.42202 1.58123 3.67684
H -0.25417 -0.27892 4.79780
H 0.77093 -2.05031 3.43937
H 0.62679 -2.11312 -2.94203
H -0.47432 -0.36397 -4.28923
H -1.59355 1.52614 -3.11787
F 0.77353 -4.88048 4.99634
C 1.95032 -5.30532 4.50755
F 1.75339 -6.46460 3.86887
F 2.76028 -5.54904 5.55449
C 2.56303 -4.26728 3.60157
C 3.79140 -3.72998 3.91192
C 4.36622 -2.77838 3.07763
C 3.67868 -2.39394 1.95348
N 2.48426 -2.89678 1.64127
C 1.90089 -3.83691 2.43744
S 0.39044 -4.41942 1.90315
H 4.31441 -4.04975 4.79975
H 5.32850 -2.34558 3.30015
H 4.07053 -1.65502 1.26355
O -0.90781 -2.95858 0.16958
Cl -1.70768 -3.76940 -2.55316
Ge -0.01904 -4.47779 -1.43215
Cl -0.70351 -6.30305 -0.54543
Cl 1.37930 -5.11624 -2.97390
C 3.35950 -1.25696 -5.15071
C 4.23186 -1.06403 -3.90463
C 3.81394 -1.97158 -2.79452
N 2.82147 -1.74251 -2.03449
N 2.61968 -2.73535 -1.10258
C 3.50261 -3.72013 -1.19851
N 3.51326 -4.84043 -0.44798
S 4.64695 -3.45444 -2.44739
H 3.67604 -0.57996 -5.94061
H 2.31413 -1.05195 -4.92546
H 3.42890 -2.27595 -5.53015
H 4.15400 -0.03639 -3.55261
H 5.27883 -1.23525 -4.15255
H 2.94886 -4.84793 0.38469
H 4.36613 -5.37065 -0.38926
*
```

Computed properties:
- lowest unoccupied orbital energy (Ha) = -0.123
- ΔE to the lowest compared entry with this formula, charge and spin (kcal/mol) = 138.3
- HOMO-LUMO gap (Ha) = 0.24416

---

(3)
Molecular formula: C44H42N5O3P2PtSe2
Method: DFT, wB97M-V/def2-TZVPD

```
! wB97M-V def2-TZVPD RIJCOSX def2/J DEFGRID3
* xyz 1 5
Pt 2.13985 1.13612 -0.08809
N 1.79825 2.54262 1.88381
N 0.44365 2.89392 1.81351
C -0.49605 2.23412 1.01391
O -1.65665 2.58252 1.09691
O -0.06385 1.29452 0.26671
H 2.00085 1.92932 2.68221
H 2.39285 3.37012 1.91111
H 0.09475 3.65602 2.38071
Se -0.23725 -4.99528 2.12901
P -0.86115 -3.10428 2.93431
C -0.74495 -3.04038 4.73821
C -1.31465 -1.94078 5.37171
C -1.27605 -1.86298 6.74941
C -0.67695 -2.87458 7.48581
C -0.11345 -3.96768 6.84811
C -0.14675 -4.05628 5.46771
C -2.60665 -2.71688 2.61741
C -3.52005 -3.74208 2.83391
C -4.87365 -3.48478 2.73171
C -5.30735 -2.20548 2.41681
C -4.39305 -1.18328 2.21601
C -3.03505 -1.43058 2.31801
C 0.20375 -1.79768 2.34981
C 0.67185 -1.39308 1.09211
N 1.66695 -0.52418 1.34771
N 1.78055 -0.38108 2.64291
N 0.94065 -1.14208 3.26351
P 0.19005 -1.73048 -0.59589
Se 0.76185 -0.22168 -2.03569
C -1.60585 -1.97328 -0.65259
C -2.41785 -0.87908 -0.93549
C -3.78945 -1.04798 -1.00929
C -4.35075 -2.29728 -0.79159
C -3.53835 -3.38158 -0.49759
C -2.16535 -3.22668 -0.42899
C 1.01515 -3.30058 -0.99259
C 0.44065 -4.17188 -1.91019
C 1.01685 -5.41098 -2.12139
C 2.17955 -5.75948 -1.45299
C 2.79255 -4.85738 -0.59799
C 2.21075 -3.62478 -0.35859
H -1.78145 -1.16328 4.78401
H -1.71655 -1.01508 7.25001
H -0.64975 -2.80808 8.56271
H 0.35125 -4.75298 7.42461
H 0.28345 -4.90898 4.95891
H -3.15915 -4.73248 3.08071
H -5.58885 -4.27478 2.90601
H -6.36445 -2.00268 2.33291
H -4.73395 -0.18528 1.98771
H -2.31615 -0.63698 2.16381
H -1.97115 0.09622 -1.07939
H -4.42015 -0.20508 -1.24509
H -5.42165 -2.42688 -0.85689
H -3.97235 -4.35438 -0.32739
H -1.52715 -4.07448 -0.21629
H -0.45745 -3.87788 -2.43679
H 0.55425 -6.10458 -2.80559
H 2.61335 -6.73598 -1.60709
H 3.71975 -5.11868 -0.11309
H 2.67025 -2.92078 0.32381
C -2.14815 7.16962 -4.25529
C -1.18905 6.16432 -3.71319
C -0.93505 4.98852 -4.40979
C -0.06395 4.02572 -3.94479
C 0.15865 2.81062 -4.79209
C 0.57245 4.23092 -2.69489
C 1.45475 3.21692 -2.20189
O 2.04325 3.18782 -1.11719
C 0.34115 5.43332 -1.98239
C 1.00725 5.69672 -0.67249
C -0.53025 6.37052 -2.50599
H -2.52595 6.85902 -5.22519
H -1.67765 8.14472 -4.36349
H -2.99035 7.28982 -3.57509
H -1.43545 4.82732 -5.35119
H -0.51775 2.83702 -5.64309
H -0.03015 1.88932 -4.24059
H 1.17995 2.77732 -5.17059
H 1.61915 2.38452 -2.90559
H 2.06325 5.43352 -0.70179
H 0.53435 5.07642 0.09091
H 0.90845 6.74312 -0.38849
H -0.70915 7.28342 -1.95879
C 4.32485 0.88122 0.24051
C 4.31495 0.92672 -1.18519
C 4.09545 -0.24088 -1.98269
C 4.06585 -0.16188 -3.35559
C 4.28005 1.05252 -4.00249
C 4.58715 2.18942 -3.25519
C 4.61345 2.13782 -1.88389
H 4.74055 1.73472 0.76131
H 4.45995 -0.06998 0.74281
H 3.94985 -1.19408 -1.49059
H 3.87135 -1.04988 -3.93679
H 4.23185 1.11132 -5.07789
H 4.81045 3.11582 -3.76469
H 4.86215 3.01712 -1.30789
*
```

Computed properties:
- lowest unoccupied orbital energy (alpha / beta) (Ha) = -0.112 / -0.228
- ΔE to the lowest compared entry with this formula, charge and spin (kcal/mol) = 15.7
- HOMO-LUMO gap (alpha / beta) (Ha) = 0.24364 / 0.13358

---

(4)
Molecular formula: C16H17N5O2S2
Method: DFT, wB97M-V/def2-TZVPD

```
! wB97M-V def2-TZVPD RIJCOSX def2/J DEFGRID3
* xyz 0 1
C -3.63922 -0.90196 -2.66039
H -3.71850 -1.81452 -2.06646
H -4.45961 -0.87347 -3.37987
H -2.67886 -0.85406 -3.16743
O -3.69412 0.23117 -1.80488
C -4.83720 0.40578 -1.14580
O -5.82576 -0.25356 -1.30275
C -4.78715 1.59761 -0.20787
H -5.17458 2.48122 -0.71740
H -5.40028 1.38076 0.66662
S -3.11042 2.02149 0.32442
C -2.65412 0.46044 0.92504
N -3.42321 -0.59626 0.95296
N -2.69959 -1.59950 1.46803
C -1.50887 -1.14981 1.75241
N -1.41540 0.17513 1.41572
C -0.29681 1.06654 1.53981
H -0.45452 1.91818 0.87951
H -0.20893 1.42573 2.56748
H 0.61583 0.54016 1.25074
C -0.39831 -1.98471 2.29386
N 0.19660 -2.81543 1.26213
C 1.08537 -2.27896 0.39545
N 1.71738 -1.17172 0.56778
C 2.61513 -0.92271 -0.43942
C 2.65440 -1.88147 -1.40589
S 1.53669 -3.15726 -1.06951
H 3.27491 -1.94051 -2.27528
C 3.42295 0.28972 -0.38682
C 4.05645 0.79432 -1.52151
C 4.81998 1.94301 -1.44187
C 4.96139 2.60738 -0.23427
C 4.33278 2.11520 0.89750
C 3.56976 0.96616 0.82369
H 3.08859 0.57003 1.70474
H 4.44062 2.62822 1.84205
H 5.55869 3.50519 -0.17679
H 5.30608 2.32510 -2.32768
H 3.94094 0.29199 -2.46992
H -0.40219 -3.54157 0.89706
H 0.38891 -1.35500 2.71011
H -0.79585 -2.64802 3.06473
*
```

Computed properties:
- lowest unoccupied orbital energy (Ha) = 0.018
- ΔE to the lowest compared entry with this formula, charge and spin (kcal/mol) = 0.4
- HOMO-LUMO gap (Ha) = 0.31408
- structure (SMILES) = COC(=O)CSc1nnc(CNc2nc(-c3ccccc3)cs2)n1C

---

(5)
Molecular formula: C53H67BN15O5S2TeW
Method: DFT, wB97M-V/def2-TZVPD

```
! wB97M-V def2-TZVPD RIJCOSX def2/J DEFGRID3
* xyz 2 2
W 0.73327 1.49595 -0.38074
N 3.64030 2.09190 2.89013
C 4.81343 1.23476 2.64931
C 5.09129 1.14217 1.15603
C 4.13801 0.28665 0.32066
N 2.95331 1.05135 -0.29792
C 3.78569 -1.02282 1.01491
C 3.47596 -0.92208 2.50337
N 2.14863 -0.25650 2.74924
C 4.55795 -0.14877 3.25109
H 3.64752 2.90666 2.28163
H 3.65445 2.43865 3.84464
H 2.31710 0.77166 2.74994
H 5.70801 1.65174 3.12122
H 6.07766 0.68539 1.04039
H 5.17700 2.14496 0.73364
H 4.69983 0.00140 -0.56860
H 2.94731 0.56174 -1.20595
H 3.32565 1.98709 -0.47472
H 4.68355 -1.64379 0.94609
H 3.01719 -1.55755 0.46537
H 3.38224 -1.92674 2.91243
H 1.75377 -0.54750 3.65235
H 1.46120 -0.49855 2.02929
H 5.47580 -0.73833 3.19887
H 4.30913 -0.06041 4.31280
N -1.34234 2.15518 -0.99270
N -2.34136 1.15678 -1.14203
C -1.94662 -0.13295 -1.01968
N -2.76225 -1.09021 -1.40032
N -0.74301 -0.26829 -0.45227
N -0.23085 -1.50017 -0.21249
O -0.77962 -2.51509 -0.57603
O 0.84625 -1.48599 0.37543
H -1.67741 2.76136 -0.24273
H -1.26720 2.65661 -1.87858
H -3.00164 1.35209 -1.88033
H -3.58830 -0.87936 -1.93750
H -2.44255 -2.05011 -1.36652
C 2.53927 1.84123 -5.04854
N 3.37051 2.43990 -4.02089
C 4.72811 2.60504 -4.12113
C 5.11098 3.31239 -3.03472
N 3.99318 3.58261 -2.28022
B 4.12213 4.48487 -0.98378
N 2.87947 5.39581 -0.89699
C 2.73621 6.61963 -1.50554
C 1.49585 7.08048 -1.22731
N 0.88386 6.12429 -0.44548
C -0.44037 6.26385 0.13936
C 1.74238 5.10420 -0.26325
S 1.45419 3.70858 0.72328
C 2.93089 3.02679 -2.88513
S 1.23939 3.10337 -2.45230
H 3.18398 1.38633 -5.79583
H 1.90892 2.59432 -5.51610
H 1.91429 1.07977 -4.60933
H 5.28747 2.22758 -4.95828
H 6.07938 3.67610 -2.74251
H 5.09615 5.16435 -1.14722
H 4.19531 3.79207 -0.00301
H 3.53194 7.06203 -2.07761
H 1.00161 7.99707 -1.49568
H -1.15401 6.53044 -0.63752
H -0.43093 7.03767 0.90486
H -0.71714 5.32037 0.60068
O 2.98642 -1.02791 -2.08723
C 1.91363 -0.85895 -2.65420
N 1.46775 -1.57758 -3.71198
C 0.19936 -1.10454 -4.22685
C -0.00379 0.08945 -3.26192
O -0.97357 0.83097 -3.30224
N 0.98063 0.12378 -2.31884
C -0.95611 -2.08193 -3.98445
C -0.77876 -3.23900 -3.24021
C -1.85628 -4.08013 -2.97791
C -3.11760 -3.76843 -3.45930
C -3.29619 -2.61583 -4.21992
C -2.22299 -1.78086 -4.48358
C 0.27852 -0.72651 -5.70842
C -0.37207 0.38421 -6.23564
C -0.29565 0.66026 -7.59511
C 0.42367 -0.16891 -8.44146
C 1.06424 -1.28493 -7.92210
C 0.98905 -1.56134 -6.56583
H 2.01486 -2.33414 -4.08413
H 0.19538 -3.49035 -2.84226
H -1.70056 -4.98339 -2.40220
H -3.95344 -4.42829 -3.26681
H -4.27139 -2.38249 -4.62818
H -2.36823 -0.89479 -5.08719
H -0.92823 1.04525 -5.58573
H -0.80473 1.52896 -7.99220
H 0.47889 0.04640 -9.50000
H 1.61717 -1.94779 -8.57420
H 1.48195 -2.45073 -6.19139
C -7.02683 -6.55532 2.47241
C -6.14241 -5.34410 2.38360
C -5.52080 -4.99169 1.19287
C -4.71250 -3.86572 1.09039
C -4.09929 -3.55532 -0.25140
C -4.51919 -3.06626 2.22648
Te -3.25464 -1.36550 2.10778
N 0.10974 1.48972 1.27496
C -0.92344 1.89811 2.12223
O -2.04666 1.93825 1.64358
C -0.65655 2.37120 3.49837
C -1.74362 2.82274 4.24713
C -1.54522 3.30368 5.52882
C -0.26545 3.32616 6.07259
C 0.81824 2.88407 5.32554
C 0.62197 2.41874 4.03432
C -1.69642 -2.26559 3.26174
C -1.06153 -3.37194 2.68570
C -0.11713 -4.11091 3.37870
C 0.22855 -3.73141 4.67161
C -0.38017 -2.62481 5.24336
C -1.36074 -1.88336 4.56712
C -2.02395 -0.76868 5.32601
C -5.14628 -3.39030 3.43605
C -4.96859 -2.59882 4.70291
C -5.94342 -4.52927 3.48806
H -6.92098 -7.19013 1.59426
H -8.07490 -6.26075 2.54905
H -6.79039 -7.14953 3.35515
H -5.67351 -5.60924 0.31495
H -4.43792 -4.27695 -0.99366
H -3.00967 -3.58651 -0.21761
H -4.38385 -2.55812 -0.59618
H -2.73337 2.78375 3.81262
H -2.38616 3.65726 6.10984
H -0.11301 3.69882 7.07696
H 1.81495 2.92751 5.74614
H 1.46504 2.13342 3.42377
H -1.33629 -3.67700 1.68301
H 0.33148 -4.98273 2.91932
H 0.94933 -4.30653 5.23984
H -0.13324 -2.34538 6.26185
H -2.64029 -1.18121 6.12734
H -2.66338 -0.16137 4.69172
H -1.27731 -0.12428 5.79228
H -4.85510 -1.53274 4.51158
H -4.07920 -2.93768 5.24099
H -5.82362 -2.74217 5.36174
H -6.42553 -4.78259 4.42606
*
```

Computed properties:
- lowest unoccupied orbital energy (alpha / beta) (Ha) = -0.191 / -0.203
- HOMO-LUMO gap (alpha / beta) (Ha) = 0.22920 / 0.21765

---

(6)
Molecular formula: C5H8N2S
Method: DFT, wB97M-V/def2-TZVPD

```
! wB97M-V def2-TZVPD RIJCOSX def2/J DEFGRID3
* xyz 0 1
C -2.53295 -1.18256 -0.21027
C 0.14305 -0.60599 0.58251
C 1.06529 0.61593 0.48023
C 0.00170 1.23670 -0.46094
C 2.40561 0.40575 -0.17673
H -1.98478 -1.98956 0.31077
H -3.64304 -1.22006 -0.35548
H 0.57879 -1.59188 0.46866
H -0.47635 -0.60743 1.47034
H 1.20984 1.18008 1.43545
H -0.62878 1.96778 0.06151
H 0.36159 1.65215 -1.40221
H 2.88829 1.34483 -0.46265
N -1.95787 -0.14513 -0.69843
N -0.60254 -0.08327 -0.57325
S 3.17213 -0.97733 -0.46950
*
```

Computed properties:
- lowest unoccupied orbital energy (Ha) = -0.009
- ΔE to the lowest compared entry with this formula, charge and spin (kcal/mol) = 73.4
- HOMO-LUMO gap (Ha) = 0.31108
- structure (SMILES) = C=NN1CC(C=S)C1